Entry 1
Entry from OMol25: C20H30O5 in the gas phase (wB97M-V/def2-TZVPD).

The LUMO energy is 0.0300 hartree. The value obtained for the HOMO energy is -8.279 eV. The structure (SMILES) is CCOC(=O)C(CCCOc1ccc([C@H](C)CC)cc1)C(=O)OCC. Its molecular weight is 350.5 g mol⁻¹. As for the frontier orbital gap: 0.334 Ha.

Structure (ORCA input):
```
! RIJCOSX wB97M-V def2-TZVPD def2/J DEFGRID3
* xyz 0 1
C 1.32 2.54 -1.53
C 0.77 1.20 -1.05
O 0.71 1.15 0.38
C -0.36 1.68 0.96
O -1.29 2.16 0.37
C -0.24 1.59 2.47
C -1.61 1.49 3.15
C -2.42 0.28 2.69
C -1.82 -1.07 3.11
O -0.57 -1.36 2.53
C -0.49 -1.72 1.21
C 0.80 -1.92 0.72
C 0.99 -2.28 -0.60
C -0.08 -2.45 -1.47
C 0.15 -2.83 -2.91
C -0.34 -1.71 -3.84
C -0.51 -4.18 -3.22
C -0.06 -4.78 -4.54
C -1.35 -2.26 -0.96
C -1.57 -1.90 0.36
C 0.47 2.87 2.91
O -0.01 3.72 3.61
O 1.71 2.91 2.42
C 2.48 4.08 2.70
C 2.14 5.21 1.74
H 0.64 3.34 -1.24
H 1.42 2.53 -2.61
H 2.29 2.72 -1.08
H 1.43 0.38 -1.33
H -0.23 1.03 -1.46
H 0.40 0.75 2.71
H -2.17 2.39 2.91
H -1.47 1.46 4.23
H -2.53 0.31 1.61
H -3.42 0.34 3.14
H -2.53 -1.88 2.91
H -1.61 -1.05 4.19
H 1.63 -1.78 1.39
H 2.00 -2.43 -0.96
H 1.23 -2.94 -3.06
H 0.13 -0.77 -3.57
H -0.09 -1.94 -4.87
H -1.42 -1.60 -3.76
H -0.27 -4.87 -2.41
H -1.60 -4.05 -3.23
H -0.35 -4.15 -5.38
H -0.51 -5.76 -4.68
H 1.02 -4.89 -4.56
H -2.21 -2.39 -1.61
H -2.59 -1.77 0.70
H 2.29 4.39 3.73
H 3.52 3.76 2.59
H 2.78 6.06 1.94
H 2.30 4.89 0.71
H 1.11 5.50 1.86
*
```


Entry 2
Entry from OMol25: C20H30O5 in the gas phase (wB97M-V/def2-TZVPD).

The LUMO energy is 0.0294 hartree. The value obtained for the HOMO energy is -8.209 eV. The structure (SMILES) is CCOC(=O)C(CCCOc1ccc([C@H](C)CC)cc1)C(=O)OCC. Its molecular weight is 350.5 g mol⁻¹. As for the frontier orbital gap: 0.331 Ha.

Structure (ORCA input):
```
! RIJCOSX wB97M-V def2-TZVPD def2/J DEFGRID3
* xyz 0 1
C -4.26 -0.94 -5.85
C -4.43 -1.54 -4.47
O -3.29 -1.30 -3.65
C -3.20 -0.12 -3.05
O -4.05 0.73 -3.08
C -1.86 0.02 -2.33
C -1.98 0.96 -1.13
C -0.64 1.12 -0.41
C -0.76 2.06 0.78
O 0.46 2.24 1.46
C 0.92 1.26 2.29
C 2.19 1.49 2.84
C 2.75 0.59 3.71
C 2.08 -0.58 4.06
C 2.70 -1.58 5.01
C 2.95 -0.93 6.38
C 3.98 -2.16 4.41
C 4.51 -3.37 5.17
C 0.83 -0.80 3.52
C 0.25 0.10 2.64
C -0.92 0.55 -3.41
O -0.15 -0.14 -4.02
O -1.09 1.85 -3.61
C -0.35 2.46 -4.67
C -1.04 2.26 -6.01
H -5.10 -1.20 -6.48
H -3.34 -1.31 -6.31
H -4.20 0.15 -5.78
H -4.52 -2.63 -4.52
H -5.32 -1.12 -3.97
H -1.51 -0.98 -2.05
H -2.72 0.55 -0.44
H -2.34 1.93 -1.48
H 0.11 1.52 -1.10
H -0.28 0.14 -0.07
H -1.55 1.72 1.47
H -1.04 3.06 0.43
H 2.70 2.40 2.56
H 3.73 0.80 4.11
H 1.99 -2.40 5.15
H 3.72 -0.17 6.31
H 2.04 -0.46 6.74
H 3.26 -1.68 7.11
H 3.77 -2.46 3.37
H 4.75 -1.39 4.37
H 4.82 -3.10 6.17
H 5.37 -3.79 4.66
H 3.75 -4.14 5.24
H 0.29 -1.70 3.77
H -0.73 -0.12 2.25
H -0.29 3.52 -4.40
H 0.66 2.02 -4.69
H -0.50 2.79 -6.78
H -1.06 1.20 -6.26
H -2.06 2.63 -5.96
*
```


We find entry 1 to be the most stable, with the next structure 0.147 eV higher.


Entry 1
Entry from OMol25: an isolated ion of composition C5H12N and charge +2 (wB97M-V/def2-TZVPD).

The LUMO energy (alpha / beta) is -0.3181 / -0.5242 hartree. The value obtained for the HOMO energy (alpha / beta) is -20.691 / -20.174 eV. Its molecular weight is 86.2 g mol⁻¹. As for the frontier orbital gap (alpha / beta): 0.442 / 0.217 Ha.

Structure (ORCA input):
```
! RIJCOSX wB97M-V def2-TZVPD def2/J DEFGRID3
* xyz 2 2
C -0.88 0.21 1.98
C -0.69 -0.97 1.14
C 0.76 -1.24 0.48
C 0.92 -0.43 -0.75
C 0.19 0.66 -0.92
N 0.43 1.33 -2.30
H -0.85 1.12 1.45
H -1.98 0.28 2.20
H -0.32 0.20 2.87
H -0.99 -1.93 1.64
H -1.33 -1.03 0.33
H 1.43 -0.86 1.25
H 0.82 -2.34 0.10
H 1.57 -0.81 -1.42
H -0.38 1.33 -0.26
H 0.98 0.81 -2.94
H -0.47 1.46 -2.82
H 0.79 2.21 -2.04
*
```


Entry 2
Entry from OMol25: a 2-piece molecular cluster, C5H12N overall (wB97M-V/def2-TZVPD).

The LUMO energy (alpha / beta) is -0.4305 / -0.5226 hartree. The value obtained for the HOMO energy (alpha / beta) is -18.728 / -18.729 eV. Its molecular weight is 86.2 g mol⁻¹. As for the frontier orbital gap (alpha / beta): 0.258 / 0.166 Ha.

Structure (ORCA input):
```
! RIJCOSX wB97M-V def2-TZVPD def2/J DEFGRID3
* xyz 2 2
C 1.22 -0.45 -2.29
C 1.85 0.41 -1.09
C 0.92 1.44 -0.44
C 0.10 0.61 0.55
C -0.51 -0.53 0.10
N -3.07 -0.94 2.92
H 1.09 0.12 -3.22
H 0.21 -0.72 -1.76
H 1.89 -1.29 -2.47
H 2.70 1.00 -1.50
H 2.29 -0.04 -0.23
H 0.19 1.87 -1.15
H 1.54 2.22 0.15
H -0.23 1.19 1.40
H -0.89 -1.29 0.87
H -3.73 -1.50 3.39
H -3.39 -0.75 1.96
H -2.18 -1.33 2.82
*
```


We find entry 1 to be the most stable, with the next structure 3.999 eV higher.


Entry 1
Entry from OMol25: a 2-piece molecular cluster, C8H19PS2 overall (wB97M-V/def2-TZVPD).

The LUMO energy (alpha / beta) is -0.0733 / -0.0266 hartree. The value obtained for the HOMO energy (alpha / beta) is -8.900 / -8.362 eV. Its molecular weight is 210.3 g mol⁻¹. As for the frontier orbital gap (alpha / beta): 0.254 / 0.281 Ha.

Structure (ORCA input):
```
! RIJCOSX wB97M-V def2-TZVPD def2/J DEFGRID3
* xyz 0 1
C 0.06 2.19 0.81
C 1.06 2.53 -1.53
C 1.81 -1.56 -0.63
C -0.74 -2.09 -1.27
C 0.00 0.26 -0.97
C 0.01 -1.24 0.93
C 0.80 1.47 -0.38
C 0.33 -1.19 -0.50
P -1.78 -0.99 1.50
S -2.75 -2.72 1.73
S -1.43 -0.11 3.35
H 0.49 1.66 1.71
H 0.42 3.21 0.95
H -1.02 2.05 0.98
H 1.47 3.43 -0.99
H -0.02 2.63 -1.79
H 1.67 2.11 -2.39
H 2.00 -2.45 -0.15
H 2.39 -0.91 -0.01
H 2.16 -1.37 -1.59
H -0.59 -3.07 -0.73
H -0.29 -2.23 -2.24
H -1.68 -1.56 -0.95
H 0.24 0.32 -2.02
H -1.04 0.34 -0.78
H 0.32 -2.19 1.31
H 0.58 -0.45 1.46
H 1.70 1.10 0.09
H -3.40 1.23 0.37
H -2.79 -0.39 3.72
*
```


Entry 2
Entry from OMol25: a 2-piece molecular cluster, C8H19PS2 overall (wB97M-V/def2-TZVPD).

The LUMO energy (alpha / beta) is -0.0948 / -0.0957 hartree. The value obtained for the HOMO energy (alpha / beta) is -8.982 / -8.994 eV. Its molecular weight is 210.3 g mol⁻¹. As for the frontier orbital gap (alpha / beta): 0.235 / 0.235 Ha.

Structure (ORCA input):
```
! RIJCOSX wB97M-V def2-TZVPD def2/J DEFGRID3
* xyz 0 1
C 1.08 -2.13 -1.56
C 2.82 -0.81 -0.37
C 0.98 1.79 0.87
C -1.03 0.68 1.86
C 0.38 -0.64 0.32
C -0.98 1.30 -0.56
C 1.37 -0.81 -0.85
C -0.15 0.78 0.61
P -2.48 0.26 -0.97
S -3.50 -2.59 0.77
S -4.07 1.31 -0.09
H 1.16 -2.96 -0.86
H 0.08 -2.13 -1.98
H 1.79 -2.30 -2.36
H 3.07 0.10 0.16
H 3.49 -0.89 -1.23
H 3.01 -1.65 0.28
H 0.55 2.74 1.17
H 1.56 1.95 -0.03
H 1.63 1.44 1.66
H -1.81 -0.08 1.71
H -1.50 1.63 2.09
H -0.44 0.37 2.72
H 0.86 -1.02 1.23
H -0.49 -1.27 0.14
H -1.33 2.32 -0.35
H -0.38 1.32 -1.47
H 1.24 0.00 -1.57
H -2.69 0.85 -2.22
H -4.23 0.46 0.91
*
```


We find entry 2 to be the most stable, with the next structure 1.983 eV higher.


Entry 1
Entry from OMol25: H2N2 in the gas phase (wB97M-V/def2-TZVPD).

The LUMO energy is 0.0134 hartree. The value obtained for the HOMO energy is -9.659 eV. The structure (SMILES) is [H]/N=N\[H]. Its molecular weight is 30.0 g mol⁻¹. As for the frontier orbital gap: 0.368 Ha.

Structure (ORCA input):
```
! RIJCOSX wB97M-V def2-TZVPD def2/J DEFGRID3
* xyz 0 1
H 1.09 0.38 0.14
N 0.59 -0.46 -0.04
N -0.68 -0.46 0.03
H -1.00 0.53 -0.13
*
```


Entry 2
Entry from OMol25: H2N2 in the gas phase (wB97M-V/def2-TZVPD).

The LUMO energy is 0.0398 hartree. The value obtained for the HOMO energy is -9.101 eV. The structure (SMILES) is [H]/N=N\[H]. Its molecular weight is 30.0 g mol⁻¹. As for the frontier orbital gap: 0.374 Ha.

Structure (ORCA input):
```
! RIJCOSX wB97M-V def2-TZVPD def2/J DEFGRID3
* xyz 0 1
H 0.99 0.81 0.09
N 0.60 -0.10 -0.02
N -0.58 -0.13 0.02
H -1.13 0.78 -0.09
*
```


We find entry 2 to be the most stable, with the next structure 0.101 eV higher.


Entry 1
Entry from OMol25: C2O2S as an isolated structure (wB97M-V/def2-TZVPD).

The LUMO energy is -0.0603 hartree. The value obtained for the HOMO energy is -11.688 eV. Its molecular weight is 88.1 g mol⁻¹. As for the frontier orbital gap: 0.369 Ha.

Structure (ORCA input):
```
! RIJCOSX wB97M-V def2-TZVPD def2/J DEFGRID3
* xyz 0 1
C -0.24 0.66 0.00
C 0.42 -1.36 0.71
O -1.40 0.64 -0.43
O 0.60 1.31 0.60
S 0.62 -1.25 -0.88
*
```


Entry 2
Entry from OMol25: a 2-piece molecular cluster, C2O2S overall (wB97M-V/def2-TZVPD).

The LUMO energy is 0.0171 hartree. The value obtained for the HOMO energy is -10.908 eV. Its molecular weight is 88.1 g mol⁻¹. As for the frontier orbital gap: 0.418 Ha.

Structure (ORCA input):
```
! RIJCOSX wB97M-V def2-TZVPD def2/J DEFGRID3
* xyz 0 1
C -0.71 1.35 1.12
C 0.51 -1.10 -1.27
O -1.21 1.22 2.09
O 0.09 -0.50 -0.33
S 0.79 -1.76 -2.62
*
```


We find entry 2 to be the most stable, with the next structure 3.212 eV higher.


Entry 1
Entry from OMol25: a 5-piece molecular cluster, C5H17NO5 overall (wB97M-V/def2-TZVPD).

The LUMO energy is 0.0068 hartree. The value obtained for the HOMO energy is -7.870 eV. The structure (SMILES) is N/C=C/CCC=O.O.O.O.O. Its molecular weight is 171.2 g mol⁻¹. As for the frontier orbital gap: 0.296 Ha.

Structure (ORCA input):
```
! RIJCOSX wB97M-V def2-TZVPD def2/J DEFGRID3
* xyz 0 1
N 0.20 -0.30 3.22
C 0.93 0.21 2.16
C 1.68 -0.55 1.36
C 2.43 0.12 0.18
C 1.43 0.75 -0.81
C 1.88 0.55 -2.27
O 2.61 -0.34 -2.63
H -0.58 0.21 3.58
H 0.19 -1.31 3.27
H 0.71 1.26 1.98
H 1.79 -1.62 1.45
H 2.93 0.94 0.69
H 3.12 -0.49 -0.37
H 0.54 0.13 -0.97
H 1.21 1.79 -0.59
H 1.51 1.29 -3.00
O -2.46 1.12 1.86
H -2.32 1.27 0.92
H -2.63 0.17 1.94
O -2.26 -1.75 0.15
H -2.64 -1.00 -0.33
H -1.30 -1.68 0.07
O -1.48 -1.31 -2.49
H -2.06 -2.01 -2.16
H -0.95 -1.77 -3.15
O -1.63 1.69 -1.04
H -0.74 1.44 -1.33
H -2.12 1.18 -1.70
*
```


Entry 2
Entry from OMol25: a 4-piece molecular cluster, C5H17NO5 overall (wB97M-V/def2-TZVPD).

The LUMO energy is 0.0128 hartree. The value obtained for the HOMO energy is -10.104 eV. The structure (SMILES) is CCCCNC(=O)O.O.O.O. Its molecular weight is 171.2 g mol⁻¹. As for the frontier orbital gap: 0.384 Ha.

Structure (ORCA input):
```
! RIJCOSX wB97M-V def2-TZVPD def2/J DEFGRID3
* xyz 0 1
C -0.68 -1.72 2.04
C 0.15 -1.19 0.77
C -0.70 -0.82 -0.42
C -1.52 0.46 -0.17
N -0.73 1.68 -0.24
C -0.44 2.40 -1.34
O 0.22 3.43 -1.35
O -0.95 1.93 -2.51
H -1.74 -1.54 2.01
H -0.49 -1.11 2.96
H -0.56 -2.81 2.12
H 0.75 -0.38 1.25
H 0.98 -1.99 0.66
H -1.27 -1.74 -0.77
H 0.06 -0.52 -1.22
H -2.39 0.54 -0.81
H -2.05 0.45 0.81
H -0.06 1.61 0.54
H -1.32 1.05 -2.46
O 0.18 -4.51 -0.41
H 0.52 -4.46 -1.31
H 0.23 -3.67 0.02
O 1.64 2.02 1.65
H 1.61 3.03 1.46
H 1.85 1.63 0.79
O 2.23 1.76 -1.01
H 2.09 1.73 -1.99
H 2.36 2.75 -1.06
*
```


We find entry 2 to be the most stable, with the next structure 0.818 eV higher.


Entry 1
Entry from OMol25: CH2N2S in the gas phase (wB97M-V/def2-TZVPD).

The LUMO energy (alpha / beta) is -0.0108 / -0.0108 hartree. The value obtained for the HOMO energy (alpha / beta) is -9.117 / -9.119 eV. The structure (SMILES) is N#CNS. Its molecular weight is 74.1 g mol⁻¹. As for the frontier orbital gap (alpha / beta): 0.324 / 0.324 Ha.

Structure (ORCA input):
```
! RIJCOSX wB97M-V def2-TZVPD def2/J DEFGRID3
* xyz 0 1
N -2.91 -0.15 0.62
C -1.43 -0.17 0.58
N -0.17 -0.33 0.34
S 0.90 0.97 -0.17
H 0.34 -1.03 0.87
H 0.21 1.26 -1.28
*
```


Entry 2
Entry from OMol25: CH2N2S in the gas phase (wB97M-V/def2-TZVPD).

The LUMO energy is -0.0014 hartree. The value obtained for the HOMO energy is -9.426 eV. The structure (SMILES) is N#CNS. Its molecular weight is 74.1 g mol⁻¹. As for the frontier orbital gap: 0.345 Ha.

Structure (ORCA input):
```
! RIJCOSX wB97M-V def2-TZVPD def2/J DEFGRID3
* xyz 0 1
N -0.30 1.64 -1.33
C -0.36 0.87 -0.47
N -0.30 0.00 0.55
S 0.50 -1.54 0.29
H -1.04 -0.18 1.20
H 1.50 -0.79 -0.25
*
```


We find entry 2 to be the most stable, with the next structure 3.231 eV higher.


Entry 1
Entry from OMol25: HNO2S in the gas phase (wB97M-V/def2-TZVPD).

The LUMO energy is -0.0309 hartree. The value obtained for the HOMO energy is -9.277 eV. The structure (SMILES) is O=NOS. Its molecular weight is 79.1 g mol⁻¹. As for the frontier orbital gap: 0.310 Ha.

Structure (ORCA input):
```
! RIJCOSX wB97M-V def2-TZVPD def2/J DEFGRID3
* xyz 0 1
O 3.54 0.05 -0.19
N 2.66 -0.12 0.51
O 1.26 0.05 -0.38
S 0.25 -1.14 0.25
H 0.95 -2.33 -0.19
*
```


Entry 2
Entry from OMol25: HNO2S in the gas phase (wB97M-V/def2-TZVPD).

The LUMO energy is -0.0110 hartree. The value obtained for the HOMO energy is -11.441 eV. The structure (SMILES) is N=S(=O)=O. Its molecular weight is 79.1 g mol⁻¹. As for the frontier orbital gap: 0.409 Ha.

Structure (ORCA input):
```
! RIJCOSX wB97M-V def2-TZVPD def2/J DEFGRID3
* xyz 0 1
N -0.27 0.61 -0.20
S -1.56 0.62 0.58
O -2.41 1.73 0.45
O -1.77 -0.50 1.44
H 0.34 -0.20 -0.24
*
```


We find entry 2 to be the most stable, with the next structure 1.939 eV higher.